{
  "formula": "C17H19N2O2SbW",
  "method": "wB97M-V/def2-TZVPD",
  "elements": ["W", "O", "C", "C", "C", "C", "C", "C", "C", "N", "N", "C", "O", "C", "C", "C", "C", "C", "C", "H", "H", "H", "H", "H", "H", "H", "H", "H", "H", "C", "Sb", "C", "C", "H", "H", "H", "H", "H", "H", "H", "H", "H"],
  "positions_angstrom": [[0.36560, -0.49981, -0.74609], [1.99863, -1.34635, -0.81814], [2.92488, -1.78595, 0.12339], [4.09042, -2.32715, -0.30506], [4.98751, -2.83679, 0.66881], [4.71235, -2.80375, 2.03997], [3.53788, -2.24743, 2.47501], [2.61024, -1.68426, 1.53190], [1.51815, -0.99271, 1.99256], [0.75730, -0.33105, 1.07428], [-0.54852, 0.19044, 1.03822], [-0.46800, 1.53591, 0.50934], [0.18682, 1.44211, -0.66660], [-1.03862, 2.65441, 1.03812], [-0.90777, 3.91850, 0.35953], [-1.39391, 5.04477, 0.95282], [-2.02274, 4.94882, 2.21060], [-2.17525, 3.72412, 2.88632], [-1.69522, 2.58108, 2.31784], [4.32514, -2.39894, -1.35946], [5.91409, -3.28451, 0.32410], [5.42330, -3.21394, 2.74546], [3.30568, -2.19278, 3.53287], [1.24991, -0.90412, 3.04257], [-0.40485, 3.96940, -0.59749], [-1.29584, 6.00936, 0.47328], [-2.40355, 5.85262, 2.67444], [-2.67140, 3.69797, 3.84705], [-1.80985, 1.62609, 2.81414], [-3.80124, -0.16714, -2.69340], [-1.75587, -0.54147, -2.99785], [-0.95503, -2.15117, -0.76374], [-1.67286, -1.78099, -4.69068], [-4.35087, -1.08146, -2.92459], [-4.06160, 0.60152, -3.43372], [-3.99667, 0.20068, -1.68983], [-1.95141, -2.28528, -1.22988], [-1.20994, -2.27540, 0.30359], [-0.35243, -3.01394, -1.08403], [-2.62627, -2.29402, -4.81287], [-0.82865, -2.46629, -4.63197], [-1.50959, -1.09114, -5.53081]],
  "forces_ev_per_angstrom": [[0.27, 0.68, 0.07], [-0.04, -0.07, 0.04], [0.01, 0.02, -0.09], [0.04, -0.03, 0.03], [-0.01, 0.01, -0.04], [-0.04, 0.00, 0.03], [0.05, 0.00, 0.00], [0.00, 0.00, 0.02], [0.07, 0.27, 0.02], [-0.34, -0.73, -0.32], [0.06, 0.08, -0.07], [-0.01, 0.23, 0.20], [-0.19, -0.33, -0.02], [0.09, -0.01, -0.01], [-0.01, 0.01, 0.02], [0.00, -0.01, 0.01], [0.00, 0.01, -0.01], [0.00, -0.02, 0.00], [-0.01, 0.02, 0.01], [0.00, 0.00, 0.00], [0.00, 0.00, 0.00], [0.00, 0.00, 0.00], [0.00, 0.00, 0.00], [0.00, 0.00, 0.00], [0.01, -0.01, 0.00], [0.00, 0.00, 0.00], [0.00, 0.00, 0.00], [0.00, 0.00, 0.00], [0.01, 0.00, 0.00], [0.03, 0.05, -0.01], [0.12, -0.12, -0.13], [-0.03, -0.14, 0.32], [-0.03, 0.00, 0.04], [-0.01, 0.00, 0.00], [-0.02, -0.01, 0.00], [-0.02, 0.01, 0.00], [0.01, 0.15, -0.01], [-0.03, -0.08, -0.03], [0.02, 0.01, -0.02], [0.01, -0.01, -0.01], [0.01, 0.00, -0.01], [-0.01, 0.00, -0.02]],
  "charge": 4,
  "lumo_energy_ev": [-16.15, -16.16],
  "mol_weight_g_mol": 588.951,
  "e_tot_ha": -1224.71231,
  "homo_lumo_gap_ha": [0.18970, 0.18951],
  "e_above_lowest_ev": 0.3331
}


{
  "formula": "C6H8N2O2",
  "method": "wB97M-V/def2-TZVPD",
  "elements": ["O", "C", "C", "C", "N", "C", "N", "H", "H", "H", "H", "C", "C", "O", "H", "H", "H", "H"],
  "positions_angstrom": [[1.67473, 1.46695, 0.73908], [0.48576, 1.54371, 0.67223], [-0.19301, 1.54582, -0.57284], [-1.45545, 1.50622, -1.00366], [-1.49741, 1.44889, -2.37291], [-0.25146, 1.37536, -2.77235], [0.53899, 1.38411, -1.69360], [-0.09409, 1.66222, 1.54989], [-2.28565, 1.44068, -0.27683], [0.25846, 1.32373, -3.83214], [1.56526, 1.30527, -1.63959], [0.74996, -2.46577, 1.74097], [-0.59788, -2.01160, 1.41236], [-0.80445, -0.94055, 0.98617], [1.48764, -1.53058, 1.64941], [1.00629, -3.22501, 1.05822], [0.72590, -3.00813, 2.77904], [-1.31361, -2.82131, 1.57656]],
  "forces_ev_per_angstrom": [[2.13, -0.25, 0.16], [-0.62, 0.25, 0.08], [0.78, -0.67, -0.64], [-2.13, 0.18, 0.45], [-1.28, -0.18, -0.37], [1.34, -0.15, -1.26], [3.30, 0.27, -0.58], [-0.98, 0.08, 1.22], [0.10, 0.28, -1.18], [-1.71, 0.08, 2.25], [-0.90, 0.18, -0.22], [2.01, 1.61, 2.63], [1.09, -2.33, 0.84], [-1.52, 2.63, -1.01], [-1.40, -2.31, 0.48], [0.57, -1.00, -1.03], [0.31, 1.25, -1.69], [-1.10, 0.08, -0.14]],
  "lumo_energy_ev": 0.73,
  "mol_weight_g_mol": 140.142,
  "e_tot_ha": -493.37079,
  "homo_lumo_gap_ha": 0.36457,
  "e_above_lowest_ev": 2.0703,
  "smiles": "O=Cc1cnc[nH]1.CC=O"
}


{
  "formula": "C5H15O3",
  "method": "wB97M-V/def2-TZVPD",
  "elements": ["C", "O", "C", "C", "C", "C", "H", "H", "H", "H", "H", "H", "H", "H", "H", "H", "H", "H", "H", "O", "H", "H", "O"],
  "positions_angstrom": [[1.04273, -0.10568, 0.48197], [0.88978, -1.45488, 0.71891], [0.40959, 0.28633, -0.86473], [-1.11969, 0.46899, -0.77058], [-1.52839, 1.78489, -0.07049], [-2.92694, 2.22772, -0.48478], [0.52136, 0.46854, 1.27520], [2.10264, 0.21975, 0.40793], [0.51072, -0.56980, -1.53352], [0.84489, 1.14739, -1.37836], [-1.50520, -0.38433, -0.21579], [-1.55430, 0.49877, -1.77395], [-0.78881, 2.55304, -0.27335], [-1.50352, 1.56733, 0.99447], [-3.58824, 1.36134, -0.55676], [-2.87368, 2.67061, -1.48703], [-3.40705, 2.93714, 0.19911], [2.15308, -2.25869, -0.70164], [3.19490, -3.11067, -0.07432], [2.74108, -3.01371, -0.92401], [1.80980, -1.96749, 1.73298], [2.01648, -2.94361, 2.93562], [2.55879, -2.38299, 2.36313]],
  "forces_ev_per_angstrom": [[-0.22, -0.31, -0.32], [0.23, 0.17, -0.25], [-1.22, -0.46, -0.30], [0.59, 0.95, 0.02], [-0.25, -0.93, 0.24], [-0.02, 0.05, -0.21], [0.40, 0.36, 0.00], [-0.01, 0.01, 0.42], [0.52, -0.11, -0.04], [0.18, 0.22, 0.22], [-0.23, -0.11, -0.09], [-0.03, -0.26, -0.09], [0.10, 0.23, -0.03], [0.04, 0.31, 0.25], [-0.02, -0.03, 0.03], [-0.19, 0.02, 0.13], [0.22, 0.03, -0.11], [-0.30, -0.45, 0.22], [-0.16, -0.11, -0.05], [0.24, 0.45, 0.11], [0.41, 0.03, -0.17], [0.32, 0.10, -0.10], [-0.60, -0.13, 0.12]],
  "charge": -1,
  "lumo_energy_ev": 3.55,
  "mol_weight_g_mol": 123.172,
  "e_tot_ha": -425.24911,
  "homo_lumo_gap_ha": 0.27288,
  "e_above_lowest_ev": 0.0000
}


{
  "formula": "C4H9BrF3NPS",
  "method": "wB97M-V/def2-TZVPD",
  "elements": ["C", "C", "C", "Br", "P", "N", "S", "C", "F", "F", "F", "H", "H", "H", "H", "H", "H", "H", "H", "H"],
  "positions_angstrom": [[0.41869, -2.27928, 0.06627], [0.97085, -1.23967, -1.02352], [0.03278, 0.02652, -1.26823], [0.94380, 1.16944, -2.65038], [-0.28123, 1.08757, 0.26898], [0.62218, 0.62112, 1.68101], [0.22315, 3.13175, -0.13947], [-2.14220, 0.98892, 0.68109], [-2.43727, 1.46550, 1.94536], [-2.91655, 1.57360, -0.33090], [-2.47052, -0.38850, 0.64627], [0.02543, -1.79500, 1.01733], [1.30843, -2.94648, 0.34896], [-0.39552, -2.95426, -0.36595], [1.00250, -1.81154, -2.01744], [2.04095, -0.94161, -0.78831], [-0.99229, -0.29889, -1.65878], [1.27940, -0.15017, 1.50382], [1.18787, 1.44890, 1.94823], [1.57953, 3.29209, 0.13569]],
  "forces_ev_per_angstrom": [[0.45, -0.25, -0.18], [-0.46, -0.83, -0.02], [0.11, -0.84, -0.43], [-0.75, -0.94, 0.69], [2.51, 0.51, 0.61], [-0.15, 0.96, -1.89], [-0.64, -0.07, 0.57], [-2.43, -1.09, 0.25], [0.59, -0.75, -3.06], [1.85, -0.80, 2.46], [0.92, 2.72, 0.21], [0.42, -0.64, -1.18], [-1.41, 0.90, -0.32], [1.08, 1.08, 0.62], [0.03, 1.06, 1.34], [-1.40, -0.07, -0.26], [1.43, 0.56, 0.44], [-0.55, 0.14, 0.07], [-0.62, -0.67, 0.14], [-0.98, -0.99, -0.05]],
  "charge": 1,
  "lumo_energy_ev": -4.79,
  "mol_weight_g_mol": 271.062,
  "e_tot_ha": -3825.43545,
  "homo_lumo_gap_ha": 0.34390,
  "e_above_lowest_ev": 1.7607
}


{
  "formula": "C14H58F8N5O22S",
  "method": "wB97M-V/def2-TZVPD",
  "elements": ["C", "C", "N", "C", "N", "C", "N", "C", "C", "O", "C", "O", "C", "C", "O", "N", "C", "C", "N", "F", "S", "C", "F", "F", "C", "F", "F", "C", "F", "F", "F", "H", "H", "H", "H", "H", "H", "H", "H", "H", "H", "H", "H", "H", "H", "H", "H", "H", "H", "H", "H", "O", "H", "H", "O", "H", "H", "O", "H", "H", "O", "H", "H", "O", "H", "H", "O", "H", "H", "O", "H", "H", "O", "H", "H", "O", "H", "H", "O", "H", "H", "O", "H", "H", "O", "H", "H", "O", "H", "H", "O", "H", "H", "O", "H", "H", "O", "H", "H", "O", "H", "H", "O", "H", "H", "O", "H", "H"],
  "positions_angstrom": [[3.73467, -2.06529, 0.31635], [3.00149, -0.76772, 0.03810], [3.66884, 0.28136, 0.08469], [1.48234, -0.76450, -0.32690], [0.63382, -0.61860, 0.90060], [0.47636, -1.92869, 1.44220], [-0.22545, -2.92626, 0.80086], [0.69393, -3.99388, 0.35142], [0.10391, -4.88110, -0.73303], [-0.40183, -4.01471, -1.76802], [0.20723, -4.21780, -2.95250], [0.65837, -3.28510, -3.51071], [-1.38436, -3.44542, 1.59337], [-2.72491, -3.46861, 0.82148], [-2.78401, -4.21435, -0.09212], [-3.87541, -2.71697, 1.16401], [-3.94575, -2.31589, 2.57745], [-4.14076, -1.60756, 0.24102], [1.08810, -2.13711, 2.56233], [1.02723, -3.36224, 3.12693], [2.04549, -0.97887, 3.44469], [-0.66905, -0.08659, 0.60492], [-1.47284, -0.39275, 1.63273], [-1.15481, -0.58056, -0.52564], [-0.70276, 1.45439, 0.44876], [-1.98391, 1.76842, 0.22726], [-0.02568, 1.88994, -0.60341], [-0.25246, 2.28257, 1.72234], [0.68844, 3.13103, 1.39033], [-1.27567, 2.97208, 2.18451], [0.19238, 1.53720, 2.71324], [3.62634, -2.75937, -0.52737], [4.79031, -1.83629, 0.45404], [3.36643, -2.58975, 1.20899], [3.09078, 1.09252, -0.15353], [1.34708, 0.03834, -1.05100], [1.29367, -1.69732, -0.87054], [1.63779, -3.58839, -0.02198], [0.98124, -4.64333, 1.19313], [0.85403, -5.57491, -1.12958], [-0.68502, -5.51336, -0.31682], [0.30429, -5.20329, -3.43352], [-1.40931, -2.92419, 2.55432], [-1.15700, -4.49079, 1.82741], [-4.23624, -3.16642, 3.19995], [-4.77784, -1.60464, 2.66606], [-3.05856, -1.79249, 2.95994], [-3.42329, -0.78244, 0.29786], [-5.13714, -1.21782, 0.45665], [-4.13720, -1.98616, -0.78374], [1.08691, -0.43001, 4.25471], [-1.78258, 3.16445, -2.72366], [-1.63813, 2.91272, -1.80840], [-0.93317, 3.01111, -3.15573], [0.26091, -1.17489, 6.07291], [-0.57891, -0.85224, 6.43779], [0.07154, -2.08960, 5.82876], [4.15413, 2.29564, 3.09188], [3.34833, 2.66391, 2.71390], [4.75465, 3.04677, 3.15638], [0.14285, -3.16793, 8.24332], [0.33468, -2.28581, 7.90170], [0.73316, -3.74910, 7.75113], [-1.08035, 3.06143, -5.84146], [-1.91196, 3.42696, -5.50316], [-1.27150, 2.12673, -5.97583], [3.86169, -4.68268, -2.72366], [3.77401, -5.28800, -3.47106], [3.12960, -4.06313, -2.83218], [3.12229, -0.34493, -2.97895], [2.92904, -0.65199, -3.87271], [4.04869, -0.07905, -3.01824], [3.43023, 2.64415, -1.90753], [2.58884, 2.94382, -2.27049], [3.98834, 3.43037, -1.93015], [4.84793, -1.81676, 5.66189], [4.03196, -1.46227, 5.29402], [5.43828, -1.05643, 5.71546], [-6.24943, -0.30010, 3.28158], [-6.38447, 0.52034, 3.76941], [-7.08942, -0.44602, 2.83008], [-0.77057, -6.74628, 2.17681], [-1.61068, -7.14777, 1.92359], [-0.26149, -7.47721, 2.54653], [-3.50175, 4.93986, -5.81775], [-3.52377, 5.64547, -6.47544], [-3.59990, 5.39766, -4.97540], [-2.93346, 5.02490, 0.64751], [-3.79518, 4.66927, 0.40277], [-2.45801, 4.27423, 1.01819], [-2.32246, 0.12647, 6.63927], [-2.09012, 0.84273, 6.03674], [-3.20556, 0.35474, 6.95064], [-1.24488, 5.96462, -7.21294], [-1.24348, 4.99895, -7.20731], [-0.79578, 6.19829, -6.39132], [6.18350, -5.07039, -4.52443], [6.08065, -4.33190, -5.13452], [6.09721, -4.66983, -3.65108], [0.63931, 7.12412, -4.75209], [0.94142, 7.02531, -3.84211], [0.34137, 8.04117, -4.80092], [0.18222, 8.03385, -1.96843], [0.19428, 8.51873, -1.13581], [-0.59966, 7.47258, -1.90216], [-1.02447, 9.71890, -6.00786], [-1.09742, 9.07721, -6.72551], [-1.69283, 10.38041, -6.21620]],
  "forces_ev_per_angstrom": [[-0.42, -0.12, -0.25], [-0.78, -0.92, 0.25], [0.25, 1.30, 0.04], [2.03, -0.59, -0.42], [-0.09, -0.78, -0.44], [-0.33, -0.16, -0.35], [-0.25, -0.16, 0.07], [0.83, -1.08, -0.22], [-0.78, -0.08, 0.22], [0.21, -1.28, 0.37], [-0.10, -0.05, 0.16], [0.86, 1.60, -1.37], [0.15, -0.24, 0.94], [-0.61, 0.98, 0.79], [0.30, -1.30, -1.96], [1.47, 0.60, 1.17], [-0.91, 0.47, -0.26], [-0.44, -0.25, -0.52], [0.44, 1.73, 1.11], [-0.20, -0.21, -0.17], [0.39, 0.05, -0.10], [1.06, 0.48, -0.35], [-0.45, -0.16, 0.38], [-0.63, -0.27, -0.48], [-0.27, 0.34, 0.97], [-0.69, -0.06, -0.09], [0.75, -0.23, -0.43], [-0.10, -0.06, -0.42], [0.78, 0.47, -0.34], [-0.76, 0.35, 0.30], [0.27, -0.76, 0.51], [0.08, 0.08, 0.09], [-0.12, -0.03, 0.03], [0.07, 0.09, -0.08], [0.35, 0.13, -0.06], [-0.30, 0.07, 0.36], [-0.54, 0.21, 0.08], [-0.31, 0.35, 0.02], [-0.21, 0.06, -0.14], [0.18, 0.29, 0.16], [-0.17, 0.34, -0.20], [-0.44, -0.41, 0.80], [-0.25, 0.02, -0.20], [-0.12, 0.09, 0.05], [0.43, 0.01, -0.01], [0.38, -0.27, 0.03], [-0.07, -0.21, 0.01], [-0.11, -0.11, 0.19], [0.11, -0.03, -0.04], [-0.01, 0.01, 0.13], [-0.06, -0.68, -0.26], [0.12, -0.05, 0.00], [-0.10, 0.10, -0.05], [-0.14, 0.07, -0.20], [-0.15, 0.05, -0.22], [-0.15, 0.05, 0.05], [-0.04, 0.02, 0.11], [-0.18, 0.03, 0.05], [0.10, 0.01, -0.02], [0.01, -0.09, 0.01], [-0.07, -0.03, -0.25], [0.14, -0.06, 0.17], [0.05, -0.01, 0.20], [-0.07, -0.11, 0.24], [-0.05, 0.18, -0.18], [0.03, 0.08, -0.08], [-0.39, 0.05, 0.13], [0.22, 0.04, 0.00], [0.11, 0.05, -0.13], [-0.01, -0.24, -0.17], [-0.09, 0.01, 0.08], [-0.09, 0.16, 0.17], [-0.16, 0.17, 0.08], [0.10, -0.05, -0.11], [0.02, -0.08, 0.03], [-0.07, 0.10, -0.09], [0.09, -0.05, 0.09], [0.01, -0.09, 0.02], [-0.28, 0.28, 0.01], [0.01, -0.06, -0.01], [0.04, -0.04, 0.05], [-0.03, -0.08, -0.06], [0.03, 0.04, 0.01], [0.00, 0.08, 0.00], [-0.32, -0.07, 0.33], [0.33, -0.11, -0.05], [-0.01, -0.07, -0.04], [0.02, -0.16, -0.01], [0.05, 0.09, -0.03], [-0.12, 0.13, 0.00], [0.11, 0.17, -0.29], [-0.06, 0.02, 0.08], [0.08, -0.17, 0.13], [0.01, 0.13, -0.10], [0.05, 0.03, 0.05], [0.16, -0.02, 0.08], [-0.06, 0.10, 0.00], [0.06, -0.09, 0.00], [-0.05, -0.05, -0.04], [-0.10, -0.08, -0.12], [-0.07, 0.14, -0.04], [0.00, 0.05, 0.04], [-0.11, -0.15, 0.19], [0.08, 0.03, -0.10], [0.01, 0.06, -0.08], [-0.07, -0.17, -0.13], [0.04, 0.02, 0.03], [0.08, 0.00, 0.09]],
  "charge": 1,
  "lumo_energy_ev": -4.53,
  "mol_weight_g_mol": 832.682,
  "e_tot_ha": -3693.98859,
  "homo_lumo_gap_ha": 0.26732,
  "e_above_lowest_ev": 0.0000
}


{
  "formula": "C3H14O4",
  "method": "wB97M-V/def2-TZVPD",
  "elements": ["C", "O", "H", "H", "H", "H", "C", "O", "H", "H", "H", "H", "C", "O", "H", "H", "H", "H", "O", "H", "H"],
  "positions_angstrom": [[11.73693, 15.00282, -24.51152], [11.28125, 16.11020, -25.18396], [12.29613, 14.42018, -25.24360], [12.47047, 15.26027, -23.74749], [11.00071, 14.33721, -24.06093], [10.53938, 15.83103, -25.72554], [15.85845, 19.02515, -30.04415], [14.67191, 19.67560, -29.85290], [16.68086, 19.60531, -29.62566], [15.97671, 18.05311, -29.56533], [15.97408, 18.83355, -31.11092], [13.93468, 19.18077, -30.21789], [12.54520, 20.31421, -20.95261], [13.82174, 20.39105, -21.54734], [11.89265, 19.73549, -21.60635], [12.62080, 19.76084, -20.01657], [12.17034, 21.32020, -20.76404], [13.63752, 20.43583, -22.48844], [13.11026, 20.08184, -26.03405], [12.78801, 19.19025, -25.90196], [13.37837, 20.10649, -26.95260]],
  "forces_ev_per_angstrom": [[1.56, -1.68, 0.01], [-1.07, 1.49, -0.17], [0.19, -0.62, 0.12], [-0.24, 0.39, 0.07], [-0.39, 0.28, 0.05], [-0.03, 0.19, -0.09], [1.46, -1.12, -0.68], [-1.66, 1.00, 0.98], [-0.14, 0.35, -0.36], [-0.49, -0.27, 0.33], [0.65, 0.13, -0.17], [0.13, -0.09, -0.05], [0.01, -0.29, 0.14], [0.25, -0.09, -0.26], [-0.42, 0.19, 0.10], [0.07, 0.15, 0.08], [-0.36, -0.06, 0.05], [0.45, 0.11, -0.16], [-0.02, 0.17, 0.23], [-0.12, -0.28, 0.08], [0.16, 0.07, -0.30]],
  "lumo_energy_ev": 0.45,
  "mol_weight_g_mol": 114.141,
  "e_tot_ha": -423.57892,
  "homo_lumo_gap_ha": 0.38848,
  "e_above_lowest_ev": 2.4389,
  "smiles": "CO.CO.CO.O"
}